{
  "formula": "C17H28Cl2O8SSi2",
  "method": "ωB97M-V/def2-TZVPD",
  "homo_energy_ev": -9.6,
  "energy_ha": -3164.12204,
  "elements": ["C", "C", "Si", "C", "C", "C", "O", "O", "Si", "Cl", "C", "C", "C", "Cl", "S", "C", "O", "O", "H", "H", "H", "H", "H", "H", "H", "H", "H", "H", "H", "H", "H", "H", "H", "H", "O", "C", "O", "C", "C", "C", "H", "H", "H", "H", "H", "H", "O", "C", "O", "C", "C", "C", "H", "H", "H", "H", "H", "H"],
  "positions_angstrom": [[6.775, -0.812, 0.045], [6.228, -0.391, -0.939], [5.328, 0.278, -2.382], [5.690, 2.102, -2.536], [6.237, 2.459, -3.935], [6.053, 3.836, -4.416], [7.331, 3.345, -3.982], [3.727, -0.064, -2.090], [2.570, -0.113, -3.250], [3.006, 1.198, -4.767], [0.946, 0.224, -2.423], [-0.348, -0.169, -3.128], [-1.556, 0.487, -2.422], [-0.358, 0.325, -4.850], [2.536, -2.169, -4.106], [4.145, -2.679, -4.638], [2.094, -2.988, -2.994], [1.688, -2.202, -5.277], [7.008, -1.245, 0.984], [5.846, -0.423, -3.572], [4.804, 2.717, -2.401], [6.467, 2.409, -1.840], [6.199, 1.682, -4.688], [5.648, 4.574, -3.740], [5.980, 3.973, -5.486], [0.937, 1.267, -2.109], [1.001, -0.392, -1.522], [-0.485, -1.241, -3.050], [-2.133, -0.241, -1.863], [-2.174, 1.030, -3.128], [-1.200, 1.217, -1.706], [4.635, -1.857, -5.152], [3.993, -3.509, -5.321], [4.730, -3.006, -3.784], [-0.798, 0.299, 0.461], [-1.779, 0.403, 1.141], [-2.742, 1.312, 0.871], [-3.750, 1.287, 1.902], [-3.634, -0.087, 2.549], [-2.142, -0.375, 2.391], [-3.536, 2.095, 2.604], [-4.719, 1.467, 1.443], [-3.986, -0.119, 3.579], [-4.210, -0.815, 1.974], [-1.555, 0.019, 3.223], [-1.921, -1.430, 2.258], [-4.358, -1.321, 5.327], [-5.357, -1.159, 5.966], [-6.283, -0.234, 5.627], [-7.324, -0.181, 6.621], [-7.269, -1.531, 7.327], [-5.781, -1.870, 7.236], [-7.110, 0.650, 7.296], [-8.271, 0.006, 6.123], [-7.660, -1.498, 8.341], [-7.848, -2.265, 6.766], [-5.210, -1.455, 8.068], [-5.588, -2.936, 7.156]],
  "forces_ev_per_a": [[-0.551, -0.199, 0.273], [-0.031, 0.112, -0.297], [0.526, 0.140, 0.802], [0.365, 0.019, -1.144], [-1.039, 0.447, 0.616], [0.589, -0.553, -0.003], [0.225, -0.124, -0.214], [0.257, 0.104, -0.864], [-0.489, 0.144, 0.391], [0.290, -0.056, 0.021], [0.233, -0.765, -0.379], [-0.667, 0.601, 0.824], [0.374, 0.300, -0.144], [0.095, -0.123, -0.162], [-0.978, -0.432, -0.240], [0.318, -0.043, 0.260], [0.433, 0.027, 0.362], [0.209, 0.324, -0.277], [0.480, -0.012, 0.112], [-0.211, -0.046, -0.116], [-0.130, -0.079, 0.402], [-0.108, -0.054, 0.329], [0.342, -0.108, -0.118], [-0.280, 0.117, -0.126], [-0.089, 0.356, -0.033], [0.027, 0.137, -0.034], [-0.030, 0.160, 0.256], [0.260, -0.202, -0.578], [-0.160, -0.084, -0.059], [-0.251, -0.233, -0.127], [-0.019, 0.072, 0.149], [-0.008, 0.079, -0.107], [-0.146, -0.063, -0.086], [0.050, 0.073, 0.109], [0.086, -0.044, 0.118], [0.204, -0.019, 0.181], [-0.091, 0.030, -0.001], [-0.090, -0.057, 0.083], [0.069, 0.060, 0.053], [-0.413, -0.015, -0.159], [0.022, -0.005, 0.009], [0.052, 0.045, -0.106], [0.083, 0.065, -0.209], [-0.014, 0.011, -0.006], [0.055, -0.041, -0.003], [0.188, 0.020, 0.051], [-0.060, -0.088, 0.102], [0.191, -0.017, 0.180], [-0.081, 0.028, -0.019], [-0.096, -0.036, 0.097], [0.104, -0.045, 0.015], [-0.418, -0.006, -0.134], [0.024, -0.008, 0.013], [0.053, 0.033, -0.104], [0.026, 0.061, 0.012], [-0.021, 0.010, -0.005], [0.059, -0.035, -0.005], [0.182, 0.017, 0.043]],
  "nbo_charge": [-0.14, -0.53, 1.66, -0.94, 0.07, -0.12, -0.49, -1.23, 1.62, -0.37, -0.94, -0.18, -0.62, -0.07, 1.78, -0.88, -0.96, -0.95, 0.23, -0.21, 0.25, 0.27, 0.18, 0.18, 0.19, 0.26, 0.28, 0.23, 0.21, 0.22, 0.23, 0.25, 0.26, 0.25, -0.59, 0.80, -0.49, -0.07, -0.44, -0.53, 0.18, 0.20, 0.26, 0.20, 0.24, 0.24, -0.57, 0.80, -0.49, -0.07, -0.43, -0.53, 0.18, 0.20, 0.23, 0.21, 0.24, 0.25]
}



{
  "formula": "C17H28N2O11S2",
  "method": "ωB97M-V/def2-TZVPD",
  "homo_energy_ev": -8.9,
  "energy_ha": -2397.98879,
  "smiles": "NC[C@@H](O)Cc1ccc2c(c1O)C(=O)N(O)C2=O.CCOS(C)(=O)=O.CCOS(C)(=O)=O",
  "elements": ["N", "C", "C", "O", "C", "C", "C", "C", "C", "C", "C", "O", "C", "O", "N", "O", "C", "O", "H", "H", "H", "H", "H", "H", "H", "H", "H", "H", "H", "H", "C", "C", "O", "S", "C", "O", "O", "H", "H", "H", "H", "H", "H", "H", "H", "C", "C", "O", "S", "C", "O", "O", "H", "H", "H", "H", "H", "H", "H", "H"],
  "positions_angstrom": [[3.163, 1.419, -0.069], [3.349, 0.021, -0.541], [2.487, -0.368, -1.818], [3.433, -0.582, -2.897], [1.670, -1.670, -1.482], [0.132, -1.478, -1.347], [-0.741, -2.578, -1.788], [-2.191, -2.554, -1.681], [-2.806, -1.360, -1.146], [-1.944, -0.267, -0.708], [-0.501, -0.297, -0.781], [0.214, 0.786, -0.297], [-2.873, 0.854, -0.180], [-2.513, 1.850, 0.380], [-4.176, 0.417, -0.552], [-5.097, 0.877, 0.381], [-4.289, -0.976, -0.910], [-5.274, -1.634, -1.005], [2.454, 1.924, -0.593], [2.981, 1.439, 0.930], [4.436, -0.088, -0.810], [3.172, -0.653, 0.342], [1.822, 0.481, -2.136], [3.442, 0.255, -3.392], [2.017, -2.207, -0.565], [1.828, -2.390, -2.333], [-0.298, -3.510, -2.215], [-2.826, -3.411, -1.992], [0.540, 0.590, 0.598], [-5.054, 1.850, 0.313], [3.880, -5.607, 3.316], [3.342, -6.297, 2.077], [1.908, -6.324, 2.062], [1.126, -4.985, 1.649], [-0.464, -5.720, 1.427], [1.613, -4.536, 0.376], [1.072, -4.111, 2.782], [3.646, -4.541, 3.305], [4.964, -5.715, 3.374], [3.431, -6.027, 4.217], [3.727, -5.832, 1.166], [3.672, -7.337, 2.072], [-0.414, -6.423, 0.598], [-1.170, -4.922, 1.202], [-0.750, -6.224, 2.348], [-1.120, 4.608, 0.749], [-2.408, 5.350, 0.455], [-2.181, 6.750, 0.237], [-1.598, 7.214, -1.184], [-1.918, 8.941, -0.997], [-2.437, 6.694, -2.223], [-0.180, 7.010, -1.192], [-0.471, 4.585, -0.128], [-1.328, 3.582, 1.040], [-0.564, 5.101, 1.550], [-2.932, 4.909, -0.396], [-3.072, 5.273, 1.317], [-2.994, 9.095, -0.940], [-1.511, 9.451, -1.868], [-1.425, 9.295, -0.093]],
  "forces_ev_per_a": [[0.119, -0.360, -0.119], [0.314, 0.505, 0.312], [0.723, 0.137, 1.198], [-0.939, 0.193, -0.029], [-0.629, -0.264, -0.995], [-1.504, -0.434, -0.207], [-0.961, 1.064, 0.646], [0.671, 1.623, 0.599], [2.250, 0.128, -0.049], [-0.532, -1.084, -0.586], [-1.446, -1.586, -0.292], [-0.221, -0.709, -0.107], [2.295, -2.529, -1.607], [-1.404, -0.036, 0.056], [0.118, 0.578, 1.206], [-0.975, 0.520, -0.038], [2.554, 0.416, -0.171], [-0.120, 0.272, 0.160], [0.067, -0.220, 0.398], [-0.128, 0.254, -0.431], [-1.072, -0.178, 0.032], [-0.008, 0.358, -0.991], [0.420, -0.880, 0.597], [0.178, -0.580, 0.165], [-0.060, 0.600, -0.702], [-0.158, 0.662, 0.792], [-0.164, 1.041, 0.462], [0.682, 0.708, 0.181], [-0.088, 0.060, -0.387], [-0.094, -0.465, -0.082], [-0.133, 0.273, 0.083], [0.894, 0.098, 0.211], [-0.519, 0.244, -0.264], [-0.303, -0.800, 0.225], [-0.013, -0.112, -0.015], [0.149, 0.239, 0.256], [0.179, 0.168, -0.364], [0.031, -0.043, -0.011], [-0.044, -0.075, -0.055], [0.065, -0.061, -0.061], [-0.207, 0.033, -0.017], [-0.341, -0.027, -0.075], [0.039, 0.032, 0.041], [0.124, 0.057, 0.017], [0.053, 0.046, -0.023], [0.350, 0.091, -0.077], [0.103, -0.929, 0.202], [0.001, 0.516, -0.411], [-0.252, 0.291, 0.640], [-0.069, 0.049, 0.102], [0.324, -0.161, 0.052], [-0.225, -0.130, -0.281], [-0.044, -0.015, 0.020], [-0.060, 0.109, -0.012], [-0.099, 0.029, -0.005], [0.055, 0.183, -0.073], [-0.015, 0.340, -0.072], [0.046, -0.047, 0.002], [0.023, -0.134, -0.007], [-0.002, -0.060, -0.041]],
  "nbo_charge": [-0.86, -0.24, 0.08, -0.73, -0.46, -0.03, -0.18, -0.20, -0.12, -0.19, 0.37, -0.71, 0.69, -0.55, -0.23, -0.53, 0.68, -0.49, 0.37, 0.36, 0.20, 0.17, 0.18, 0.47, 0.25, 0.24, 0.23, 0.24, 0.49, 0.48, -0.64, -0.08, -0.72, 2.38, -0.89, -0.95, -0.93, 0.22, 0.22, 0.22, 0.20, 0.20, 0.25, 0.26, 0.26, -0.65, -0.08, -0.72, 2.38, -0.89, -0.94, -0.93, 0.22, 0.24, 0.21, 0.20, 0.19, 0.25, 0.25, 0.25]
}



{
  "formula": "C17H28O",
  "method": "ωB97M-V/def2-TZVPD",
  "homo_energy_ev": -8.4,
  "energy_ha": -739.76530,
  "e_above_lowest_ev": 0.098,
  "smiles": "C=CCCCCCCCCCCCc1ccco1",
  "elements": ["C", "C", "C", "C", "C", "C", "C", "C", "C", "C", "C", "C", "C", "C", "C", "C", "C", "O", "H", "H", "H", "H", "H", "H", "H", "H", "H", "H", "H", "H", "H", "H", "H", "H", "H", "H", "H", "H", "H", "H", "H", "H", "H", "H", "H", "H"],
  "positions_angstrom": [[2.451, -0.479, 5.064], [3.449, -0.699, 4.228], [3.875, 0.251, 3.155], [3.535, -0.306, 1.768], [3.921, 0.669, 0.659], [3.540, 0.178, -0.739], [2.030, 0.043, -0.932], [1.658, -0.153, -2.401], [0.191, -0.538, -2.600], [-0.783, 0.534, -2.113], [-2.232, 0.266, -2.526], [-2.837, -1.003, -1.925], [-3.121, -0.889, -0.418], [-4.300, -0.024, -0.138], [-5.617, -0.339, 0.034], [-6.298, 0.887, 0.238], [-5.346, 1.854, 0.174], [-4.136, 1.314, -0.052], [2.160, -1.196, 5.812], [1.883, 0.437, 5.036], [4.000, -1.629, 4.271], [4.953, 0.419, 3.220], [3.371, 1.210, 3.290], [4.055, -1.255, 1.619], [2.463, -0.502, 1.731], [5.000, 0.837, 0.693], [3.432, 1.629, 0.842], [3.927, 0.890, -1.472], [4.020, -0.785, -0.931], [1.546, 0.944, -0.551], [1.661, -0.808, -0.358], [2.285, -0.944, -2.821], [1.871, 0.764, -2.955], [0.018, -0.715, -3.664], [0.005, -1.476, -2.073], [-0.481, 1.497, -2.533], [-0.723, 0.620, -1.027], [-2.844, 1.121, -2.232], [-2.274, 0.189, -3.616], [-2.167, -1.846, -2.096], [-3.779, -1.222, -2.435], [-3.325, -1.883, -0.017], [-2.245, -0.483, 0.090], [-6.047, -1.319, 0.021], [-7.346, 1.022, 0.408], [-5.398, 2.921, 0.270]],
  "forces_ev_per_a": [[-0.099, -0.070, 0.176], [0.174, 0.164, -0.101], [-0.136, -0.243, -0.128], [0.138, 0.432, 0.011], [0.023, -0.344, -0.127], [-0.174, 0.227, 0.239], [0.304, -0.024, -0.344], [-0.229, -0.189, 0.222], [0.138, 0.297, 0.020], [-0.126, -0.234, -0.199], [0.049, -0.039, 0.090], [0.068, 0.123, 0.018], [-0.067, 0.196, -0.287], [-0.425, -0.834, 0.145], [0.597, 0.024, -0.069], [0.247, 0.530, -0.026], [-0.904, 0.013, 0.130], [0.507, 0.082, -0.051], [-0.025, -0.188, 0.111], [-0.072, 0.226, -0.046], [0.023, -0.174, 0.077], [0.019, 0.088, -0.012], [0.042, 0.056, 0.021], [-0.039, -0.106, -0.031], [-0.028, -0.093, 0.018], [0.022, 0.088, 0.057], [0.023, 0.089, 0.018], [0.038, -0.041, -0.083], [0.061, -0.038, -0.081], [-0.088, 0.018, 0.113], [-0.107, 0.000, 0.086], [0.080, 0.032, -0.051], [0.067, 0.024, -0.062], [-0.074, -0.090, -0.024], [-0.015, -0.103, -0.041], [0.050, 0.076, 0.071], [0.046, 0.113, 0.076], [-0.055, 0.026, -0.107], [-0.019, 0.060, -0.032], [-0.014, -0.088, -0.052], [0.023, -0.089, 0.011], [0.023, 0.073, 0.079], [0.041, -0.087, 0.126], [-0.006, -0.244, -0.010], [-0.200, 0.120, 0.044], [0.101, 0.139, 0.004]],
  "nbo_charge": [-0.40, -0.16, -0.43, -0.39, -0.39, -0.39, -0.40, -0.38, -0.39, -0.40, -0.40, -0.38, -0.45, 0.29, -0.32, -0.31, 0.07, -0.41, 0.20, 0.19, 0.19, 0.21, 0.20, 0.19, 0.20, 0.20, 0.19, 0.20, 0.19, 0.20, 0.19, 0.20, 0.19, 0.20, 0.19, 0.20, 0.19, 0.21, 0.20, 0.20, 0.21, 0.23, 0.22, 0.22, 0.23, 0.20]
}



{
  "formula": "C17H29AsF3N2NaO5S3Si2",
  "method": "ωB97M-V/def2-TZVPD",
  "homo_energy_ev": -0.5,
  "energy_ha": -5622.34427,
  "e_above_lowest_ev": 0.066,
  "total_charge": -2,
  "elements": ["Na", "S", "C", "N", "C", "C", "N", "H", "H", "H", "H", "H", "H", "O", "C", "O", "C", "C", "C", "C", "S", "C", "C", "H", "H", "H", "H", "H", "F", "C", "F", "F", "S", "O", "O", "O", "C", "Si", "C", "C", "As", "Si", "C", "C", "C", "H", "H", "H", "H", "H", "H", "H", "H", "H", "H", "H", "H", "H", "H", "H", "H", "H", "H"],
  "positions_angstrom": [[14.254, 8.807, 7.776], [14.346, 6.708, 9.655], [15.936, 7.061, 10.126], [16.955, 6.179, 10.291], [18.128, 6.806, 10.856], [17.729, 8.330, 10.949], [16.347, 8.313, 10.436], [16.902, 5.176, 10.076], [18.985, 6.779, 10.181], [18.417, 6.428, 11.852], [18.342, 8.974, 10.326], [17.779, 8.656, 12.032], [15.812, 9.145, 10.255], [21.656, 10.899, 7.203], [21.603, 9.580, 7.132], [22.641, 8.936, 7.044], [20.227, 8.949, 7.181], [19.092, 9.726, 6.948], [17.893, 9.099, 6.642], [17.723, 7.700, 6.640], [16.225, 6.998, 6.288], [18.916, 6.935, 6.897], [20.138, 7.548, 7.167], [20.859, 11.362, 7.459], [19.116, 10.835, 7.117], [16.994, 9.725, 6.484], [18.876, 5.836, 6.936], [20.988, 6.921, 7.368], [12.499, 12.410, 10.509], [12.621, 11.677, 9.415], [11.789, 12.171, 8.487], [12.212, 10.371, 9.721], [14.379, 11.507, 8.694], [15.015, 12.785, 8.961], [14.871, 10.397, 9.568], [14.189, 11.094, 7.286], [11.341, 11.113, 5.588], [10.240, 9.772, 6.230], [8.855, 9.414, 4.948], [9.450, 10.309, 7.841], [11.553, 7.842, 6.197], [10.540, 6.529, 7.806], [10.907, 7.503, 9.412], [11.256, 4.786, 7.913], [8.631, 6.502, 7.528], [10.639, 11.919, 5.233], [11.922, 10.825, 4.664], [12.027, 11.564, 6.288], [8.063, 10.126, 5.199], [8.427, 8.383, 4.974], [9.224, 9.633, 3.951], [9.350, 11.397, 7.825], [10.114, 10.157, 8.712], [8.553, 9.806, 8.106], [10.027, 7.667, 10.090], [11.472, 8.489, 9.237], [11.618, 6.939, 10.083], [12.252, 4.848, 8.285], [11.267, 4.296, 6.941], [10.646, 4.234, 8.597], [8.353, 5.458, 7.562], [8.329, 6.791, 6.515], [8.140, 7.061, 8.350]],
  "forces_ev_per_a": [[-0.259, -0.674, -0.571], [0.792, -0.195, 0.251], [-0.958, 0.380, -0.228], [-0.038, -0.315, 0.300], [0.624, 1.271, -0.153], [-0.861, -0.614, 0.783], [1.413, -1.532, 0.667], [-0.296, 1.182, 0.080], [0.061, -0.512, 0.015], [-0.209, -0.071, -0.390], [0.243, -0.017, 0.041], [-0.138, -0.073, -1.174], [-0.349, 0.141, -0.081], [1.343, 1.695, -0.046], [-0.819, -2.663, 0.683], [-0.809, 0.859, -0.054], [1.982, 0.616, -0.332], [-0.639, 0.115, 0.361], [-0.476, 1.441, 0.561], [0.979, -0.472, -0.290], [-0.409, -0.207, 0.107], [0.387, 0.175, 0.524], [-1.518, -0.094, -0.381], [-0.522, -0.461, -0.073], [-0.171, -1.071, -0.609], [0.586, -0.449, 0.033], [-0.241, 0.571, -0.136], [0.407, 0.108, -0.070], [0.298, -0.019, 0.086], [-0.062, -1.930, -0.891], [0.189, -0.050, 0.500], [0.374, 2.172, -0.268], [0.358, -0.460, 0.841], [-0.535, -0.702, -0.515], [-0.567, 1.426, -1.447], [0.223, 0.689, 2.037], [-0.471, 1.167, -1.910], [0.526, -2.541, -0.206], [-0.364, 0.219, 0.688], [1.391, 0.811, 0.746], [0.548, -0.087, -0.153], [0.191, 1.918, -0.666], [0.773, 0.185, 1.638], [-0.702, 0.664, -0.602], [0.460, -0.347, 0.364], [0.546, -0.265, 0.249], [-0.556, -0.017, 1.015], [0.121, -0.110, 0.171], [-0.387, 0.062, -0.323], [0.563, 0.811, 0.101], [0.033, -0.059, -0.233], [-0.584, 0.088, -0.082], [-0.117, -0.185, -0.616], [-1.103, -0.320, -0.053], [0.460, 0.138, -0.625], [-1.299, -1.697, 0.026], [-0.560, 0.283, -0.664], [0.867, 0.007, 0.310], [-0.048, -0.026, -0.059], [-0.368, -0.686, 0.560], [-0.442, -0.539, 0.425], [0.172, 0.502, 0.419], [-0.031, -0.237, -0.680]],
  "nbo_charge": [0.84, -0.33, 0.33, -0.61, -0.23, -0.21, -0.61, 0.42, 0.21, 0.18, 0.21, 0.18, 0.46, -0.69, 0.78, -0.64, -0.31, -0.19, -0.22, -0.17, -0.37, -0.28, -0.16, 0.49, 0.18, 0.21, 0.20, 0.21, -0.31, 0.72, -0.32, -0.34, 2.30, -0.96, -1.04, -0.96, -1.14, 1.39, -1.11, -1.15, -0.96, 1.35, -1.16, -1.11, -1.12, 0.20, 0.24, 0.26, 0.19, 0.23, 0.22, 0.22, 0.25, 0.22, 0.20, 0.26, 0.23, 0.25, 0.23, 0.20, 0.20, 0.23, 0.22]
}